Entry from the OMol25 dataset: 5 unconnected molecules or ions with the total composition C8H17Cl8N4O (wB97M-V/def2-TZVPD).

Properties
2S+1: 1
HOMO-LUMO gap in eV: 10.4
HOMO in eV: -13.16
Charge: +1

Last column: Löwdin charge in e.
Atoms and positions in Å:
C -3.9878 0.9113 -1.4474  0.0281
C -2.6000 0.4026 -1.4640  -0.3074
N -2.3029 -0.8350 -1.8534  0.2136
C -0.9587 -0.9184 -1.7420  -0.2883
N -0.2970 -2.0275 -2.0572  0.0341
O -0.9404 -3.1152 -2.5763  0.0498
N -0.4281 0.2267 -1.2754  -0.0308
C 0.9495 0.5794 -1.0007  -0.0226
N -1.4936 1.0715 -1.1166  0.1789
H -4.2429 1.3727 -2.3940  0.1015
H -4.1857 1.5759 -0.6149  0.0944
H -4.6299 0.0461 -1.3416  0.0962
H 0.6978 -2.1102 -1.9623  0.1584
H -1.6867 -3.3179 -1.9952  0.1194
H 1.0626 1.0729 -0.0451  0.0669
H 1.5839 -0.2954 -1.0378  0.0895
H 1.2999 1.2619 -1.7689  0.0296
H -1.4304 2.0263 -0.8032  0.1790
C 2.0296 4.4938 -3.3349  -0.9847
Cl 3.5041 4.5636 -2.3799  0.5333
Cl 0.7288 3.6313 -2.4751  0.5159
H 1.6875 5.5009 -3.5373  0.0319
H 2.2332 3.9655 -4.2577  0.0312
C 3.9902 0.9243 1.8282  -0.9984
Cl 3.6033 2.1023 0.5599  0.5199
Cl 4.2886 -0.6933 1.1825  0.5054
H 4.8872 1.2662 2.3291  0.0304
H 3.1646 0.8655 2.5271  0.0087
C -2.1990 -2.0561 2.2733  -1.0652
Cl -2.9966 -3.5829 2.6631  0.5309
Cl -2.6586 -0.7520 3.3688  0.5145
H -1.1289 -2.1975 2.3425  -0.0419
H -2.4817 -1.7748 1.2673  -0.0001
C 0.9108 -2.9533 4.3708  -1.0150
Cl 1.8974 -3.1169 5.8157  0.5480
Cl 0.9626 -1.2975 3.7209  0.4921
H 1.2857 -3.6298 3.6121  0.0299
H -0.1185 -3.1874 4.6198  0.0225

Entry from the OMol25 dataset: a molecular structure, C8H17CoP2 in a non-equilibrium geometry (wB97M-V/def2-TZVPD).

Properties
2S+1: 5
HOMO-LUMO gap (spin up / spin down) in eV: 4.9 / 5.7
HOMO (spin up / spin down) in eV: -4.04 / -7.65

Last column: Mulliken spin population.
Atoms and positions in Å:
C 1.0088 -1.1961 -2.0112  0.3689
C 1.1936 -2.4789 -1.4480  0.3128
C -0.0863 -3.0425 -1.0747  0.0304
C -1.0655 -2.1110 -1.4673  0.4462
C -0.4503 -0.8080 -1.8967  -0.1058
Co -0.0174 1.5605 -0.7932  2.4947
P 1.9921 2.2538 -1.2727  0.1424
H 1.7080 -0.6120 -2.6261  0.0166
H 2.1267 -3.0053 -1.3563  0.0049
H -0.2398 -3.9874 -0.5901  0.0006
H -0.9277 -0.2685 -2.7449  0.0062
H -2.1311 -2.2645 -1.3809  0.0227
H 1.7604 3.4318 -2.0976  0.0106
H 3.1856 1.8237 -1.9858  0.0236
H 2.7059 2.9422 -0.2218  0.0123
C 0.5610 0.0892 2.4953  0.0015
P -0.4600 0.4366 0.9727  0.1040
C -1.9797 -0.4903 1.4015  0.0150
C -0.9918 2.2229 1.2765  0.0452
H 0.7409 -0.9950 2.5395  0.0053
H 0.1054 0.3933 3.4422  0.0017
H 1.5342 0.5869 2.3970  0.0117
H -2.4025 -0.2996 2.3918  -0.0033
H -2.7650 -0.2891 0.6769  0.0010
H -1.7705 -1.5585 1.3405  -0.0013
H -1.5277 2.2679 2.2393  -0.0157
H -0.1037 2.8898 1.3274  -0.0232
H -1.7037 2.5080 0.4664  0.0710

Entry from the OMol25 dataset: a molecular structure, C8H17CrF5N2O3STe (wB97M-V/def2-TZVPD).

Properties
2S+1: 5
HOMO-LUMO gap (spin up / spin down) in eV: 7.6 / 10.1
HOMO (spin up / spin down) in eV: -7.38 / -9.90

Last column: Mulliken spin population.
Atoms and positions in Å:
Cr -0.2351 0.3483 -0.5031  3.9693
C 1.5826 -1.8750 1.0847  0.0052
C 0.4122 -1.4388 1.9695  0.0087
N -0.0543 -0.0836 1.6406  -0.0458
C 0.6583 1.0361 2.2712  -0.0192
C 2.0000 1.3721 1.6194  0.0228
S 1.9583 1.4717 -0.2043  -0.0246
C 3.1045 0.1456 -0.7024  0.0189
C 2.4448 -1.1700 -1.1344  -0.0265
N 1.3172 -1.5287 -0.2981  0.0311
H 1.7571 -2.9469 1.2307  0.0030
H 2.4977 -1.3714 1.3996  -0.0037
H 0.6877 -1.5123 3.0275  0.0024
H -0.4319 -2.1068 1.7930  -0.0073
H -1.0377 -0.0058 1.8825  0.0133
H 0.8360 0.8451 3.3373  0.0080
H -0.0022 1.8992 2.1935  0.0042
H 2.7779 0.6605 1.8905  -0.0015
H 2.3187 2.3485 1.9832  0.0060
H 3.7962 0.0112 0.1295  -0.0035
H 3.6875 0.5455 -1.5307  0.0022
H 3.2371 -1.9319 -1.1531  0.0079
H 2.0555 -1.0692 -2.1472  0.0053
H 0.6993 -2.1741 -0.7758  -0.0010
F -3.8116 1.5768 -0.4833  0.0011
Te -2.2968 -0.8824 -2.3836  0.0095
F -0.3833 -1.4758 -2.5063  0.0039
F -2.5006 -2.7471 -2.4706  0.0009
F -0.7256 1.0935 -2.1950  0.0096
F -4.2026 -0.9458 -1.9804  0.0004
O -1.9807 -0.6719 -0.5628  -0.0010
C -4.7624 -0.1034 1.2685  0.0014
O -3.6344 0.7665 1.5663  0.0004
C -3.0634 1.4560 0.6114  0.0126
O -1.9960 1.9803 0.7008  -0.0132
H -4.6163 -0.9726 1.9015  0.0000
H -4.7513 -0.4036 0.2287  -0.0006
H -5.6726 0.4246 1.5408  0.0001

Entry from the OMol25 dataset: a molecular structure, C8H17MnO8 in a non-equilibrium geometry (wB97M-V/def2-TZVPD).

Properties
2S+1: 6
HOMO-LUMO gap (spin up / spin down) in eV: 7.2 / 7.5
HOMO (spin up / spin down) in eV: -4.79 / -5.06
Charge: -1

Last column: Mulliken spin population.
Atoms and positions in Å:
Mn -9.5260 -17.6624 -0.9449  4.8195
C -7.2172 -20.2037 -3.1232  -0.0020
C -8.1006 -19.3665 -2.2339  -0.0371
O -7.5768 -18.4670 -1.5090  0.0421
O -9.3482 -19.5750 -2.1772  0.0293
H -6.4546 -19.5663 -3.5632  0.0010
H -7.7994 -20.7443 -3.8635  0.0016
H -6.7202 -20.9430 -2.4884  0.0003
C -9.1734 -16.3675 -4.9338  0.0034
C -9.6295 -15.7618 -3.6115  0.0085
O -9.9170 -16.6311 -2.7071  0.0347
O -9.7005 -14.5469 -3.5093  0.0092
H -9.8693 -17.1368 -5.2790  -0.0001
H -8.2141 -16.8699 -4.7857  -0.0003
H -9.0867 -15.6059 -5.7067  -0.0002
C -6.1582 -16.1510 0.3309  0.0039
C -7.4522 -15.3632 0.1118  0.0088
O -8.5241 -16.0752 0.0652  0.0200
O -7.3808 -14.1481 -0.0015  0.0083
H -5.3429 -15.4750 0.5899  -0.0002
H -5.8797 -16.6656 -0.5916  0.0002
H -6.2826 -16.9182 1.0976  -0.0012
C -8.5324 -19.1694 1.5457  0.0105
O -9.7485 -18.9943 0.7926  0.0137
H -7.9531 -18.2594 1.4407  -0.0018
H -8.7637 -19.3621 2.5959  0.0024
H -7.9681 -20.0176 1.1540  -0.0014
H -10.4055 -19.6272 1.0908  0.0051
C -12.6177 -16.8786 0.3160  0.0048
O -11.3447 -16.5853 -0.2094  0.0171
H -12.6907 -17.9585 0.4436  0.0009
H -12.7731 -16.3972 1.2864  0.0007
H -13.4149 -16.5751 -0.3705  0.0007
H -11.2752 -15.6384 -0.3760  -0.0026

Entry from the OMol25 dataset: a molecular structure, C8H17N in a non-equilibrium geometry (wB97M-V/def2-TZVPD).

Properties
2S+1: 1
HOMO-LUMO gap in eV: 8.5
HOMO in eV: -7.75

Last column: Löwdin charge in e.
Atoms and positions in Å:
C -1.4165 0.5765 0.0972  -0.4912
C -1.6917 2.0193 0.4901  -0.1154
C -1.7601 0.3227 -1.3556  -0.0864
C -2.1081 -0.3775 1.0518  -0.0839
C 3.5186 0.0192 -0.5603  -0.2288
C 0.5688 -2.0494 0.0003  -0.0615
N 2.6954 -0.1614 0.6134  -0.1088
C 0.8360 -0.6305 0.2355  -0.1655
C 0.5570 0.5908 0.2830  0.0549
H 3.0019 -0.9723 1.1510  0.0464
H 0.8733 1.6073 0.3954  0.0925
H -2.7690 2.2358 0.4355  0.0810
H -1.3748 2.2289 1.5162  0.0815
H -1.2083 0.9899 -2.0235  0.0830
H -2.8308 0.4980 -1.5414  0.0853
H -1.5552 -0.7072 -1.6583  0.0642
H -2.0060 -1.4238 0.7563  0.0645
H -1.7362 -0.2627 2.0740  0.0870
H -3.1909 -0.1815 1.0792  0.0866
H -1.1932 2.7294 -0.1766  0.0771
H 4.5913 -0.0207 -0.3153  0.0690
H 3.3580 -0.7474 -1.3413  0.0608
H 3.2992 0.9944 -1.0094  0.0611
H 1.4436 -2.5013 -0.4793  0.0854
H -0.2873 -2.2023 -0.6590  0.0695
H 0.3849 -2.5741 0.9410  0.0917

Entry from the OMol25 dataset: a molecular structure, C8H17N2 in a non-equilibrium geometry (wB97M-V/def2-TZVPD).

Properties
2S+1: 1
HOMO-LUMO gap in eV: 8.3
HOMO in eV: -11.45
Charge: +1

Last column: Löwdin charge in e.
Atoms and positions in Å:
C 0.3751 0.1522 0.1673  -0.1298
C 1.6975 0.1769 0.1265  -0.3410
C -0.7087 1.7623 0.3849  0.0837
C -1.5379 -0.8780 -0.8870  -0.1500
C -2.2148 0.3472 -1.0900  -0.1790
C 2.3889 -1.0586 -0.2710  -0.0359
C 2.4060 1.4039 0.5306  -0.0512
C -0.1877 -2.1868 0.8825  0.0078
N -0.5119 -0.8813 0.1909  -0.1553
N -2.2645 1.3405 -0.0105  0.0643
H -0.6685 1.9948 1.4171  0.0782
H -0.3267 2.4348 -0.3869  0.0941
H -2.3110 -1.6781 -0.6619  0.1615
H -1.0036 -1.1172 -1.7633  0.1259
H -1.6714 0.9813 -1.8228  0.1556
H -3.1575 0.1665 -1.4384  0.1126
H 1.8002 -1.7519 -0.8695  0.0869
H 3.2498 -0.7212 -0.7849  0.0807
H 2.5363 -1.7051 0.5912  0.0900
H 3.3111 1.5265 -0.1316  0.1048
H 1.7742 2.3248 0.4594  0.0764
H 2.7031 1.3760 1.6272  0.1156
H 0.0579 -2.9131 0.1797  0.0709
H 0.6359 -1.9391 1.5754  0.1079
H -1.0286 -2.4221 1.4276  0.0614
H -2.7344 0.9618 0.8115  0.1718
H -2.6087 2.3031 -0.2542  0.1922